Record 1
The following is a quantum chemistry calculation of one molecule with the formula C3H7NO2S2 at a distorted geometry, from the OMol25 dataset.

Positions of all 15 atoms, in Å:
C: 0.26820 -0.44206 0.53876
N: 0.11983 -1.87850 0.37030
H: -0.86258 -0.02790 -1.23210
C: -0.68896 -0.05348 1.66781
O: -0.11992 0.87571 2.43808
H: 0.74486 2.31624 -3.39104
H: -0.81608 -2.13312 0.66919
H: -0.64724 1.22855 3.16437
H: 0.27326 -2.22708 -0.56785
H: 1.28783 -0.34184 0.92931
S: 1.52558 0.46831 -1.68888
C: -0.00116 0.37454 -0.71016
O: -1.75919 -0.56180 1.84849
S: 0.92644 1.00033 -3.56804
H: -0.25085 1.40212 -0.46825

Output
Charge: 0
Orbital gap, eV: 9.7
Electronic energy, Ha: -1120.1340
ΔE to the lowest compared entry with this formula, charge and spin, kcal per mole: 3.9

natural (NBO) atomic charge list, values in e, 4 entries: -0.18 -0.84 0.24 0.80



Record 2
The following is a quantum chemistry calculation of C30H25AuO4PS2Se2Si as an isolated structure at a distorted geometry, from the OMol25 dataset.

Positions of all 66 atoms, in Å:
C: 4.23827 -2.49880 3.67057
C: -4.70873 0.14090 -2.68033
H: -3.89793 -2.69630 -1.89453
H: 5.32717 5.02410 3.15637
C: 4.65587 -1.96170 0.98317
Au: 0.47167 1.84970 -0.23693
C: -2.72313 -1.76690 2.48307
C: -4.07043 2.66160 -3.59483
C: 3.62157 -1.41150 3.08177
C: -0.62083 -2.31840 -2.59383
H: -1.24173 -1.79260 0.93867
O: 0.12527 3.39320 -1.75693
C: -1.88973 -1.98760 -2.14233
C: 3.84377 -1.12990 1.73867
C: -2.67373 -4.15430 -2.84823
S: 0.49777 4.60300 -0.96963
H: 2.90157 1.53490 3.61297
H: 0.61587 -3.80350 -3.50993
C: -4.24943 -0.29380 0.70427
H: -4.37853 -1.57260 3.82877
C: 4.70817 2.55250 0.94217
C: -3.45503 0.66820 -2.38433
C: -1.40513 -4.47190 -3.30153
H: 5.53167 -4.18020 3.37477
C: -2.90813 -2.92180 -2.26513
H: 4.78917 -1.76400 -0.07173
H: -2.11893 -2.33690 3.17477
P: 3.01317 0.32230 0.98277
H: 2.93547 -0.79500 3.64597
H: 4.91567 2.27520 -0.08183
O: -0.62853 5.21100 -0.31083
H: -2.17823 2.35600 -2.63253
C: -5.63523 0.85920 -3.41403
C: 4.95017 4.08830 2.76807
C: -3.14863 1.93900 -2.85653
C: -2.98813 -0.72690 0.32947
H: 5.88017 -3.71350 0.98247
C: -5.31703 2.12610 -3.87233
C: -4.75283 -0.60450 1.95657
C: -2.23023 -1.46370 1.22727
C: 4.13277 3.28990 3.54987
H: -3.81963 3.65160 -3.94723
H: 0.17247 -1.59540 -2.48043
C: 5.24617 3.71090 1.47037
H: 3.89847 3.58480 4.56217
C: 5.26307 -3.05500 1.57547
Si: -2.17963 -0.27380 -1.34463
H: -6.04113 2.69370 -4.44123
S: 1.62667 3.73280 0.55817
H: -1.21843 -5.43840 -3.75003
H: -5.74203 -0.26890 2.23917
C: 5.06657 -3.31720 2.91997
H: -6.61113 0.43770 -3.62253
O: 1.36627 5.49780 -1.68613
Se: 3.17157 0.28430 -1.14733
O: -0.79403 0.39910 -1.08843
H: -3.47863 -4.87230 -2.94143
Se: 0.95107 0.21740 1.73657
H: 5.87087 4.34030 0.85507
C: 3.58117 2.13710 3.02557
C: -0.37823 -3.55310 -3.16823
H: -4.97643 -0.84680 -2.33133
C: 3.86337 1.77210 1.71657
C: -3.98983 -1.34010 2.84637
H: 4.05857 -2.72050 4.71287
H: -4.84203 0.29340 0.01647

Output
Charge: -1
Orbital gap, eV: 6.2
Electronic energy, Ha: -7825.1392
ΔE to the lowest compared entry with this formula, charge and spin, kcal per mole: 19.1

natural (NBO) atomic charge list, values in e, 4 entries: -0.23 -0.22 0.20 0.21